P:
The following is a DFT calculation (ωB97M-V/def2-TZVPD) of the molecule C3H2N2.

The geometry in XYZ format:
```
7
Properties=species:S:1:pos:R:3:lowdin_charge:R:1
N 2.1953 -1.0066 0.0049 0.140
N -2.1050 -1.0881 0.0089 0.162
C -0.0393 0.5239 0.0216 -0.144
C 1.1876 -0.3726 -0.0753 -0.184
C -1.2641 -0.2916 -0.0622 -0.222
H 0.0808 1.0286 0.9686 0.115
H -0.0553 1.2063 -0.8664 0.133
```

Calculated values
HOMO level = -12.3 eV
Net charge = 0
SMILES string = N#CCC#N

***

Q:
The following is a DFT calculation (ωB97M-V/def2-TZVPD) of a cluster of 2 separate species, C3H2N2 in total.

The geometry in XYZ format:
```
7
Properties=species:S:1:pos:R:3:lowdin_charge:R:1
N -2.3113 -0.2888 -0.6551 0.184
N -1.1880 1.2986 0.8392 -0.009
C -1.7564 0.4582 0.0511 -0.327
C -0.5690 2.0388 1.5201 0.143
C 1.9354 -0.6763 -0.5093 0.123
H 2.1809 -1.6136 0.2212 -0.030
H 1.7084 -1.2169 -1.4671 -0.084
```

Calculated values
HOMO level (alpha / beta) = -10.2 / -10.2 eV
Net charge = 0

***

Of them, Q has the lowest stability.

***

P:
The following is a DFT calculation (ωB97M-V/def2-TZVPD) of the molecule CH5NOP2.

The geometry in XYZ format:
```
10
Properties=species:S:1:pos:R:3:lowdin_charge:R:1
P 0.1799 -0.7183 -0.1822 0.582
P 2.8936 0.4069 -0.0732 0.770
O 1.2382 0.5029 -0.2576 -0.761
N 0.9307 -1.9735 -0.0433 -0.298
C -1.3832 0.2461 -0.2364 -0.188
H -1.9749 -0.0897 -1.0854 0.043
H 2.8658 -0.3028 1.1395 -0.110
H -1.9209 0.0417 0.6858 0.042
H 3.0481 -0.8066 -0.7559 -0.119
H -1.1246 1.2940 -0.3201 0.039
```

Calculated values
HOMO level = -9.3 eV
Net charge = 0
SMILES string = CP(#N)OP

***

Q:
The following is a DFT calculation (ωB97M-V/def2-TZVPD) of the molecule CH5NOP2.

The geometry in XYZ format:
```
10
Properties=species:S:1:pos:R:3:lowdin_charge:R:1
P 0.5875 1.4287 -0.8078 0.497
P -1.0207 0.5344 0.4463 0.585
O 0.8976 -1.3106 -0.6322 -0.085
N -0.0023 -0.6368 1.2944 -0.278
C 0.7092 -1.5059 0.5302 -0.484
H 0.4924 0.9570 -2.1003 -0.177
H -0.3168 2.6477 -0.9828 -0.133
H -1.6859 -0.4214 -0.4022 -0.093
H -0.4858 -0.8576 2.1245 0.042
H 1.2158 -2.3145 1.0580 0.126
```

Calculated values
HOMO level = -9.3 eV
Net charge = 0
SMILES string = O=CN[PH]#[PH2]

***

Of them, P has the lowest stability.

***

P:
The following is a DFT calculation (ωB97M-V/def2-TZVPD) of a cluster of 2 separate species, C9H9NO2S in total.

The geometry in XYZ format:
```
22
Properties=species:S:1:pos:R:3:lowdin_charge:R:1
S -1.6063 0.3635 1.3349 0.757
O -4.5774 -0.1968 0.3532 0.186
O -4.8812 1.6231 -0.9418 0.239
N -1.9791 -2.4647 0.2604 0.021
C 0.9621 1.5780 -0.0663 -0.121
C -0.8085 -1.9631 -0.1459 -0.129
C 1.8944 -0.7061 0.0237 -0.010
C 3.3028 1.2583 -0.3667 -0.102
C -4.7216 0.6954 -0.3211 -0.494
C 3.1774 -0.1182 -0.1539 -0.078
C -0.5735 -0.3087 0.0480 -0.516
C 0.7727 0.1988 0.0519 -0.344
C 2.1858 2.0878 -0.2750 -0.121
H 0.1657 2.2917 -0.1695 0.109
H 1.9095 -1.6932 0.2449 0.062
H 2.2777 3.1741 -0.5224 0.121
H -2.5058 -3.2389 -0.1798 0.125
H -0.4168 -2.3638 -1.2043 0.142
H -0.4350 1.0231 1.7701 -0.066
H -2.4401 -2.1158 1.0271 0.016
H 3.9262 -0.8261 -0.1818 0.070
H 4.3711 1.7014 -0.5859 0.133
```

Calculated values
HOMO level (alpha / beta) = -6.9 / -6.9 eV
Net charge = 0
SMILES string = N/C=C(\S)c1ccccc1.O=C=O

***

Q:
The following is a DFT calculation (ωB97M-V/def2-TZVPD) of the molecule C9H9NO2S.

The geometry in XYZ format:
```
22
Properties=species:S:1:pos:R:3:lowdin_charge:R:1
S -2.9375 -0.1677 -0.5063 0.756
O -3.5267 -1.4129 -0.0829 -0.389
O -3.6900 1.0064 -0.2137 -0.374
N 0.5504 1.2023 -1.0208 0.090
C 1.0412 -0.0143 -0.6184 -0.162
C -0.1165 -0.7989 -0.1491 -0.182
C -0.7744 1.4761 -0.3691 -0.293
C -1.2549 -0.0238 0.0777 -0.163
C 2.3524 -0.5110 -0.5500 -0.021
C 0.1059 -2.1597 0.1739 -0.011
C 2.4952 -1.7810 -0.0135 -0.071
C -0.6458 2.4585 0.8450 -0.034
C 1.3856 -2.5571 0.4397 -0.103
H -1.5503 1.8009 -1.0918 0.118
H -0.7412 -2.7412 0.4859 0.117
H 0.3498 2.3617 1.2032 0.052
H -1.2941 2.0144 1.7116 0.113
H -1.0213 3.5040 0.5880 0.098
H 3.0941 0.1034 -0.9679 0.093
H 3.5052 -2.3144 0.3117 0.147
H 1.0003 1.9350 -1.4089 0.098
H 1.6725 -3.3805 1.1558 0.122
```

Calculated values
HOMO level (alpha / beta) = -8.2 / -7.8 eV
Net charge = 0
SMILES string = C[C@H]1Nc2ccccc2C1=S(=O)=O

***

Of them, Q has the lowest stability.

***

P:
The following is a DFT calculation (ωB97M-V/def2-TZVPD) of the molecule C2H6S.

The geometry in XYZ format:
```
9
Properties=species:S:1:pos:R:3:lowdin_charge:R:1
S -0.4053 -0.7959 0.8166 0.715
C 0.3576 0.8415 1.0571 -0.429
C -0.3706 -0.8638 -0.9704 -0.456
H -1.3649 -0.8917 -1.3971 0.023
H 0.4500 1.0612 2.1256 0.033
H 1.3259 0.8178 0.5427 0.032
H -0.2780 1.5677 0.5679 0.023
H 0.1726 -1.7359 -1.3178 0.024
H 0.1129 -0.0009 -1.4246 0.035
```

Calculated values
HOMO level = -8.4 eV
Net charge = 0
SMILES string = CSC

***

Q:
The following is a DFT calculation (ωB97M-V/def2-TZVPD) of the molecule C2H6S.

The geometry in XYZ format:
```
9
Properties=species:S:1:pos:R:3:lowdin_charge:R:1
S -0.3883 -0.0586 -0.5952 0.719
C 1.3539 0.0115 -0.3197 -0.480
C -0.9400 0.0443 1.1236 -0.431
H -2.0200 0.1278 1.1621 0.027
H 1.8598 -0.2754 -1.2425 0.029
H -0.4705 0.9013 1.6008 0.032
H 1.6570 -0.6490 0.4974 0.037
H 1.7002 1.0226 -0.0589 0.038
H -0.6144 -0.8502 1.6477 0.029
```

Calculated values
HOMO level = -8.5 eV
Net charge = 0
SMILES string = CSC

***

R:
The following is a DFT calculation (ωB97M-V/def2-TZVPD) of a cluster of 2 separate species, C2H6S in total.

The geometry in XYZ format:
```
9
Properties=species:S:1:pos:R:3:lowdin_charge:R:1
S -2.3424 0.2749 -1.3495 0.142
C -0.1749 0.1021 0.7561 -0.181
C 0.8913 -0.1179 -0.2718 -0.191
H 1.8970 -0.0981 0.2045 0.077
H 0.6587 -1.0669 -0.9039 0.099
H -0.4337 -0.8320 1.1926 0.076
H -0.2123 0.9427 1.3894 0.075
H 0.7904 0.5414 -1.1804 0.067
H -1.0742 0.2539 0.1630 -0.164
```

Calculated values
HOMO level = -9.5 eV
Net charge = 0

***

Of them, R has the lowest stability.

***

P:
The following is a DFT calculation (ωB97M-V/def2-TZVPD) of a cluster of 2 separate species, C5H15NO in total.

The geometry in XYZ format:
```
22
Properties=species:S:1:pos:R:3:lowdin_charge:R:1
O 1.1996 0.3294 -0.9806 -0.143
N -1.1760 0.6544 -0.1501 0.027
C -1.1805 -1.7784 -0.1498 -0.066
C 3.5409 0.7980 -0.8616 -0.102
C 2.1456 1.1990 -0.4295 -0.380
C -2.7938 -0.5354 1.3285 -0.077
C -1.4094 -0.5284 0.6841 -0.480
H 3.7815 -0.2056 -0.5129 0.071
H -2.8848 -1.3657 2.0286 0.075
H 0.2509 0.5114 -0.6507 -0.011
H -2.9935 0.3983 1.8566 0.071
H 4.2801 1.4938 -0.4534 0.070
H -1.8287 -1.7844 -1.0291 0.083
H -1.4213 -2.6677 0.4306 0.078
H -0.1434 -1.8555 -0.4765 0.073
H -1.7300 0.7064 -0.9918 0.110
H -0.6537 -0.5012 1.4781 0.141
H 1.9606 2.2330 -0.7599 0.104
H 3.6184 0.8174 -1.9440 0.068
H 2.0948 1.1992 0.6736 0.105
H -3.5623 -0.6471 0.5650 0.076
H -1.0950 1.5289 0.3449 0.107
```

Calculated values
HOMO level = -9.1 eV
Net charge = 0
SMILES string = CC(C)N.CCO

***

Q:
The following is a DFT calculation (ωB97M-V/def2-TZVPD) of a cluster of 2 separate species, C5H15NO in total.

The geometry in XYZ format:
```
22
Properties=species:S:1:pos:R:3:lowdin_charge:R:1
O -5.4287 0.5213 0.4242 -0.053
N 0.3696 1.7774 -1.1079 -0.017
C 3.1634 -0.8072 -0.4192 -0.126
C -0.0320 -0.4908 -0.1361 -0.203
C -0.5120 0.9485 -0.2770 -0.285
C 2.2959 -1.5234 0.6270 -0.263
C 1.0363 -0.6633 0.9576 -0.226
H -0.4259 1.4549 0.6818 0.104
H 2.0134 -2.4862 0.1835 0.098
H 0.4311 -0.8375 -1.0825 0.102
H 2.7861 -0.7053 -1.4309 0.057
H 0.5723 -1.0917 1.8695 0.104
H 0.8081 1.3986 -1.9333 0.056
H -1.5103 0.9278 -0.7093 0.093
H 1.5163 0.2089 1.4126 0.105
H -0.8314 -1.2399 -0.1781 0.107
H -4.6680 -0.0219 0.2416 0.018
H 4.1463 -1.2929 -0.5221 0.068
H 0.0643 2.7139 -1.3082 0.055
H 3.3764 0.2008 -0.0469 0.071
H 2.8385 -1.7656 1.5496 0.103
H -5.3679 0.8642 1.3190 0.033
```

Calculated values
HOMO level = -8.9 eV
Net charge = 0
SMILES string = CCCCCN.O

***

R:
The following is a DFT calculation (ωB97M-V/def2-TZVPD) of a cluster of 2 separate species, C5H15NO in total.

The geometry in XYZ format:
```
22
Properties=species:S:1:pos:R:3:lowdin_charge:R:1
O -0.9744 -1.0288 3.3701 -0.138
N 0.3898 -0.9570 0.5491 -0.095
C -0.8226 -1.8070 0.8269 -0.123
C 0.0771 0.0896 -0.3453 -0.427
C -0.2173 -0.5352 -1.7392 -0.062
C 0.7591 2.4217 -1.0501 -0.102
C 1.2748 1.1227 -0.4638 -0.189
H -0.1157 -0.9193 2.8531 0.046
H 0.5947 3.1873 -0.3636 0.053
H 2.0545 0.7236 -1.0278 0.077
H -1.1109 -1.1516 -1.6670 0.062
H -1.5195 -2.3283 0.1266 0.087
H -1.4959 -1.0713 1.2519 0.041
H 1.2730 -1.4037 0.4124 0.112
H -0.9056 0.6858 -0.0744 0.171
H -0.5317 -2.4013 1.7154 0.080
H 1.2704 2.9727 -1.7251 0.035
H 1.7183 1.3501 0.5544 0.123
H 0.5842 -1.0301 -2.2110 0.067
H -0.2409 2.2102 -1.4230 0.068
H -0.6196 0.1863 -2.4102 0.057
H -1.4417 -0.3164 2.8406 0.056
```

Calculated values
HOMO level = -8.9 eV
Net charge = 0
SMILES string = CC[C@@H](C)NC.O

***

S:
The following is a DFT calculation (ωB97M-V/def2-TZVPD) of a cluster of 2 separate species, C5H15NO in total.

The geometry in XYZ format:
```
22
Properties=species:S:1:pos:R:3:lowdin_charge:R:1
O 0.9257 2.4102 2.0493 -0.092
N 0.0380 -0.3780 1.2047 -0.127
C 0.6698 0.6736 -0.9025 -0.217
C 0.0903 0.8918 -2.3274 -0.111
C 0.0055 -1.8537 -0.8379 -0.053
C -0.2226 -0.4307 -0.2828 -0.404
C -1.2329 -0.5632 2.0307 -0.077
H 1.7054 0.3379 -0.8826 0.110
H -0.8871 -1.1370 2.8894 0.073
H 0.6259 -1.9957 -1.7116 0.071
H -1.2942 -0.1107 -0.4635 0.143
H 0.0064 -0.0975 -2.7585 0.052
H 0.2220 -2.5161 0.0218 0.080
H 0.6934 1.5669 -3.0049 0.081
H 0.6193 1.6147 -0.3739 0.082
H -2.0575 -1.0140 1.4786 0.073
H 1.8642 2.4796 1.8354 0.030
H -1.3692 0.4848 2.3294 0.075
H 0.6474 -1.1727 1.4053 0.086
H -0.8124 1.5236 -2.3557 0.075
H -0.9845 -2.2005 -1.1223 0.069
H 0.7471 1.4868 1.7790 -0.017
```

Calculated values
HOMO level = -9.3 eV
Net charge = 0
SMILES string = CC[C@@H](C)NC.O

***

Of them, R has the lowest stability.

***

P:
The following is a DFT calculation (ωB97M-V/def2-TZVPD) of a cluster of 2 separate species, C5H15NO in total.

The geometry in XYZ format:
```
22
Properties=species:S:1:pos:R:3:lowdin_charge:R:1
O 4.3932 1.9924 -1.1495 -0.041
N -0.8554 -0.5478 0.3981 -0.238
C -1.2729 -1.1268 -0.9079 -0.270
C 0.4328 0.0564 0.2751 -0.299
C 0.9127 0.7135 1.6261 -0.089
C -1.8674 0.4231 0.8539 -0.090
C -2.4843 -2.0392 -0.8073 -0.095
H 4.4193 1.5021 -1.9636 0.025
H 3.5396 2.3986 -1.1346 0.014
H -1.4803 -0.2673 -1.5675 0.116
H 1.1572 -0.7214 0.0368 0.109
H -2.4768 -2.5561 -1.7747 0.072
H -0.3832 -1.6377 -1.2713 0.107
H -2.2879 -2.7130 0.0229 0.081
H -2.8610 0.0237 0.6292 0.070
H 0.6414 1.7656 1.6013 0.061
H 0.5856 0.9350 -0.3681 0.105
H 0.4857 0.1699 2.4662 0.067
H 1.9972 0.6505 1.7085 0.063
H -1.8643 0.4200 1.9383 0.080
H -3.4505 -1.5478 -0.8330 0.062
H -1.7885 1.3907 0.3560 0.090
```

Calculated values
HOMO level = -8.6 eV
Net charge = 0
SMILES string = CCN(C)CC.O

***

Q:
The following is a DFT calculation (ωB97M-V/def2-TZVPD) of a cluster of 2 separate species, C5H15NO in total.

The geometry in XYZ format:
```
22
Properties=species:S:1:pos:R:3:lowdin_charge:R:1
O 4.8541 2.2540 -4.8904 -0.091
N 1.8329 -1.5072 0.9206 -0.221
C 2.9869 -0.8540 0.2229 -0.262
C 4.1123 -0.7367 1.2829 -0.106
C 0.7150 -1.3449 -0.0130 -0.313
C 2.1209 -2.9377 1.0768 -0.113
C 0.0000 0.0000 0.0000 -0.102
H -0.3731 0.2867 0.9976 0.077
H 3.8273 -0.3285 2.2671 0.079
H 2.6869 0.1539 -0.1229 0.107
H 2.3613 -3.3903 0.1000 0.086
H -0.0368 -2.1363 0.1714 0.114
H -0.8637 -0.1435 -0.6708 0.074
H 4.8049 -0.0297 0.7959 0.067
H 1.2463 -3.4593 1.5005 0.086
H 4.8950 2.5672 -5.8223 0.046
H 4.6380 -1.6939 1.4378 0.061
H 4.7331 1.2801 -4.9611 0.045
H 1.0645 -1.4497 -1.0581 0.112
H 0.6187 0.8236 -0.3943 0.064
H 3.4137 -1.3941 -0.6441 0.115
H 2.9797 -3.0841 1.7533 0.076
```

Calculated values
HOMO level = -8.8 eV
Net charge = 0
SMILES string = CCN(C)CC.O

***

R:
The following is a DFT calculation (ωB97M-V/def2-TZVPD) of a cluster of 2 separate species, C5H15NO in total.

The geometry in XYZ format:
```
22
Properties=species:S:1:pos:R:3:lowdin_charge:R:1
O 2.3047 1.5675 0.9661 -0.080
N 0.1857 0.3700 -0.3321 -0.089
C -1.2466 0.0799 -0.2417 -0.426
C 0.9643 -2.0031 -0.5252 -0.099
C -1.5730 -0.9316 0.8750 -0.071
C 0.9790 -0.5904 -1.0881 -0.280
C -1.9681 1.3969 0.1029 -0.063
H 0.3255 1.2979 -0.7056 0.100
H 1.8016 -2.6325 -0.8046 0.066
H 1.6754 0.8381 1.0857 0.007
H 0.6486 -0.6094 -2.1393 0.109
H -1.3991 2.2481 -0.2842 0.071
H 2.0162 -0.2645 -1.1465 0.104
H -0.7507 -1.0665 1.5650 0.069
H -2.4388 -0.5693 1.4262 0.062
H -2.0046 -1.8660 0.5107 0.072
H -1.6420 -0.2630 -1.1942 0.127
H -2.9536 1.3998 -0.3479 0.076
H -2.0422 1.6037 1.1680 0.075
H 2.9495 1.3507 1.6498 0.033
H 0.9348 -1.9863 0.5630 0.063
H 0.1142 -2.5749 -0.9175 0.073
```

Calculated values
HOMO level = -9.0 eV
Net charge = 0
SMILES string = CCNC(C)C.O

***

Of them, P has the lowest stability.